Entry 1:
Formula: C38H34BrCrN6O3Si
Source: the OMol25 dataset
Level of theory: ωB97M-V with the def2-TZVPD basis set

Geometry (Å):
H -1.790 -3.129 -2.339
N 1.415 0.729 1.956
H 2.643 4.107 -1.663
C -1.299 3.066 -4.286
H 3.496 1.439 5.121
C 4.132 2.807 -2.518
H -1.795 -1.164 3.740
C 3.810 0.447 -2.141
H -2.918 3.986 -3.218
H -5.393 -1.554 -1.553
C -2.717 4.028 1.626
C -0.668 -4.000 1.461
H -3.565 -0.142 -2.488
H 3.177 0.816 0.887
C -1.322 1.175 -2.303
Br 0.637 1.161 5.949
C 1.607 -2.311 2.373
C -1.099 -2.005 3.765
C 1.244 -2.679 -1.289
H -2.952 -2.453 1.835
C 0.828 0.817 3.151
H 4.708 3.618 -2.944
N -1.082 1.919 0.914
H 0.308 0.235 -3.295
C 2.643 0.714 -1.427
H 5.444 1.271 -3.240
H -1.670 -2.881 4.080
H 0.339 1.954 -5.115
C 0.425 3.335 -0.348
O -1.214 0.258 -1.254
C -1.594 4.247 0.853
C -2.237 2.210 -2.241
C -0.782 -3.397 -2.040
C 2.237 2.049 -1.253
O 3.331 -1.873 -0.591
C 0.916 -5.016 -1.635
H 4.585 1.273 2.869
C -4.461 -1.446 -1.015
H -1.280 3.823 -5.058
C 4.540 1.493 -2.686
H 2.200 -2.015 1.510
C -0.378 -4.724 -2.029
C -3.066 -1.946 0.887
H 1.879 -3.343 2.605
N 1.741 -0.253 -0.915
O 0.690 4.455 -0.777
C 3.519 1.150 2.986
C -0.392 2.016 -4.321
H -2.355 0.681 1.952
H -0.241 0.659 3.185
H -0.568 -4.718 2.278
C 2.918 1.243 4.229
H 2.760 -4.137 -0.917
C 2.192 -1.558 -0.904
C 1.744 -3.977 -1.247
C -2.011 -1.184 0.380
H 0.033 -4.294 0.680
C 2.981 3.094 -1.800
H -2.937 2.273 -1.418
N 1.058 2.167 -0.508
C 2.738 0.900 1.869
H -3.880 2.517 2.646
C -4.270 -2.076 0.202
C -2.272 -0.525 -0.833
H -5.059 -2.679 0.631
C 1.546 1.074 4.302
C -2.169 1.707 1.665
Si -0.247 -2.290 2.098
C -3.445 -0.651 -1.543
H -3.360 4.851 1.908
H -1.068 -5.503 -2.325
H 4.156 -0.566 -2.261
H 1.275 -6.038 -1.623
H -1.300 5.221 0.488
C -3.012 2.735 2.040
H -0.367 -1.797 4.548
N 0.013 -2.389 -1.696
H 1.905 -1.700 3.225
C -2.220 3.160 -3.253
H -1.674 -4.094 1.054
C -0.800 3.163 0.514
N -0.745 -1.032 0.969
C -0.400 1.051 -3.325
Cr 0.260 0.447 0.208

<S²>	0.762
LUMO (spin up / spin down)	-0.007 / 0.001	hartree
frontier orbital gap (spin up / spin down)	6.76 / 7.18	eV
E_HOMO (spin up / spin down)	-0.255 / -0.263	Ha
spin multiplicity	2
total charge	0

Entry 2:
Formula: C38H34Cl2IrN6O2SSi2
Source: the OMol25 dataset
Level of theory: ωB97M-V with the def2-TZVPD basis set

Geometry (Å):
H -7.872 -0.524 -2.894
H -0.799 2.742 4.774
H -4.206 1.425 -1.629
H -5.163 3.307 -4.213
C 0.315 -1.031 3.608
H 0.239 -3.281 -1.923
C -7.242 0.307 -3.191
C 4.758 -0.177 -2.463
C -2.572 1.246 -3.041
Cl 0.619 -1.728 7.522
H 4.639 -0.533 1.747
H -5.532 -0.925 -3.622
C 0.744 -3.547 -0.993
H 0.663 1.398 -2.056
S -3.486 0.953 -4.525
N 1.895 -0.111 1.961
N -1.478 -1.480 0.071
H -4.089 -2.778 1.701
C 2.520 -0.320 4.290
C -0.048 4.390 1.932
H -7.516 3.525 -3.444
C 0.999 -1.237 5.903
H -1.210 -1.284 -1.953
C -1.182 1.259 -3.159
H 5.634 2.477 -1.101
H -0.920 -1.838 5.162
H -0.701 1.142 -4.121
N 0.328 1.985 3.240
C 2.755 -2.969 1.120
C -7.045 2.549 -3.494
H 2.123 -3.372 1.915
C -3.510 -2.458 0.847
C 1.659 1.081 1.426
Si 1.717 -2.121 -0.205
H 1.128 3.506 0.361
Ir 0.263 -0.573 0.747
C 1.563 -0.469 3.308
C -5.730 2.433 -3.923
C 0.859 2.198 2.044
C -3.122 -2.179 -1.495
C -3.945 -2.597 -0.462
C -2.271 -1.895 1.085
C -5.934 0.079 -3.598
C 2.972 -1.525 -1.531
H 6.001 0.293 0.989
C -0.421 1.407 -2.013
C 3.110 -2.355 -2.649
H -3.411 -2.277 -2.533
C 4.891 -1.033 -3.546
H 4.438 3.316 -0.121
C -5.162 1.169 -3.971
H 2.467 -3.219 -2.755
C -1.892 -1.629 -1.188
H 4.965 1.166 2.124
C -0.383 2.955 3.795
H -2.682 1.671 0.303
H 3.487 0.097 4.047
H -4.913 -3.032 -0.672
N -0.959 1.542 -0.800
Si 3.908 0.930 -0.113
H 3.309 -3.797 0.669
N -7.795 1.513 -3.132
C -1.732 -1.784 2.511
C 0.040 -1.412 4.916
O -2.371 -2.276 3.431
C 3.820 -0.392 -1.446
H 4.024 2.788 -1.756
C -2.283 1.559 -0.700
C 0.684 3.377 1.335
H 5.406 0.690 -2.428
N -0.565 -1.126 2.532
H 4.124 -2.802 -4.487
Cl 3.455 -0.471 6.807
C -3.136 1.419 -1.784
H 3.470 -2.293 1.584
H 1.395 -4.400 -1.200
C 4.573 2.516 -0.852
C -0.595 4.181 3.187
C 4.052 -2.127 -3.643
H 5.634 -0.835 -4.308
H -0.198 5.329 1.415
H -0.015 -3.890 -0.286
O 2.405 1.509 0.399
C 2.236 -0.691 5.596
C 4.970 0.415 1.331
H -1.174 4.948 3.683

<S²>	0.754
LUMO (spin up / spin down)	-0.020 / -0.022	hartree
frontier orbital gap (spin up / spin down)	6.09 / 6.80	eV
E_HOMO (spin up / spin down)	-0.244 / -0.272	Ha
spin multiplicity	2
total charge	0

Entry 3:
Formula: C38H34CsN4O5P
Source: the OMol25 dataset
Level of theory: ωB97M-V with the def2-TZVPD basis set

Geometry (Å):
H 10.574 6.737 9.487
H 10.061 9.021 13.283
H 13.726 7.757 9.072
C 13.949 7.503 10.086
O 11.484 15.703 7.993
C 14.278 9.321 14.989
H 14.278 11.941 12.164
C 18.501 11.388 13.522
H 10.437 8.408 17.348
C 15.068 8.988 16.079
O 11.768 14.631 9.899
C 14.472 8.359 12.240
C 9.069 12.755 8.522
Cs 11.558 11.282 10.463
H 9.386 14.963 8.741
H 14.712 14.396 9.607
C 14.488 8.689 17.301
C 10.928 8.629 16.436
H 14.807 12.057 7.048
H 13.728 14.593 7.363
O 11.756 10.866 7.643
H 19.418 8.187 14.224
C 19.301 10.299 13.822
C 8.504 6.792 10.247
C 13.135 8.607 17.457
H 15.754 13.205 8.724
O 14.319 12.781 11.677
C 7.376 8.773 9.547
C 14.849 13.375 9.334
H 9.148 8.399 15.534
H 20.339 10.485 14.069
N 9.620 8.450 8.932
H 16.124 9.179 16.087
H 7.322 15.045 10.050
O 13.258 10.148 6.143
H 14.314 9.532 10.449
C 17.418 8.877 13.862
P 14.736 9.830 13.322
C 16.612 9.962 13.625
H 9.704 10.428 7.923
H 15.143 8.503 18.118
N 7.366 11.753 9.803
H 9.838 12.445 7.917
C 14.320 8.578 10.918
C 7.361 7.591 10.277
H 6.223 13.032 10.894
C 15.226 12.562 10.594
C 12.032 14.842 8.669
C 12.992 13.876 7.901
H 18.875 12.385 13.215
C 12.289 8.772 16.345
C 14.311 7.073 12.747
C 14.056 11.683 7.808
C 8.299 11.627 8.861
C 12.122 9.290 13.938
N 13.703 12.843 8.626
C 10.789 8.914 14.074
H 15.283 11.547 10.193
H 16.282 12.768 10.810
H 14.360 6.913 13.825
H 8.605 5.900 10.837
C 18.778 9.056 13.981
C 13.770 6.220 10.596
H 16.533 12.088 13.347
H 6.566 9.473 9.739
H 13.917 5.025 12.360
C 8.786 14.009 8.993
H 6.533 7.200 10.875
C 12.930 10.799 7.136
H 12.627 8.470 18.415
C 13.996 6.008 11.993
C 17.146 11.256 13.495
C 9.570 7.226 9.521
C 8.601 9.230 9.023
C 7.041 12.964 10.223
H 13.338 5.419 10.080
C 7.707 14.067 9.865
H 12.473 13.403 7.072
C 10.202 8.608 15.289
C 12.864 9.166 15.092
H 14.686 11.018 8.466
N 8.750 10.435 8.354
H 17.022 7.859 14.037

LUMO	0.141	hartree
frontier orbital gap	5.84	eV
E_HOMO	-0.074	Ha
total charge	-2

Entry 4:
Formula: C38H34F4N5Na
Source: the OMol25 dataset
Level of theory: ωB97M-V with the def2-TZVPD basis set

Geometry (Å):
H -4.514 -5.024 4.576
H 4.934 -1.580 -0.701
N 0.973 1.000 1.957
C 4.677 -0.522 -0.743
H 2.758 -4.240 0.722
H 1.977 -0.322 3.160
H 1.332 3.597 4.784
H 0.613 -1.415 -3.423
H 1.927 -1.969 1.381
H -0.769 -8.665 -1.724
C 3.093 -3.338 0.208
H -0.037 2.448 0.882
C -1.028 -5.527 -2.960
C -1.583 -4.902 -1.859
H -5.557 -8.069 1.750
C 3.340 -0.220 -0.052
C -1.627 -2.406 0.804
C -1.984 -3.589 0.666
H 6.203 -3.123 5.443
H 0.149 -2.226 -1.937
H 3.449 0.032 6.793
H -2.948 -4.052 2.938
H 5.801 -0.960 1.971
H 2.618 -1.970 -2.300
C -4.398 -5.489 3.604
H -5.259 0.740 -3.220
C -1.872 -5.618 -0.685
N -0.175 -0.118 -1.929
H -1.744 -7.559 0.235
C 1.615 0.696 3.078
H 4.174 0.525 3.048
C -3.514 -4.942 2.694
F -1.700 -1.957 -3.718
H 1.050 -2.689 0.053
C -4.089 -6.656 1.112
C -4.225 0.549 -2.982
C -3.488 1.373 -2.141
C 2.020 -1.145 -1.875
H 0.131 4.165 2.687
N 4.871 -1.592 5.596
C -4.976 -7.196 2.028
H 4.033 -3.029 0.667
C 0.573 -1.288 -2.331
H 5.479 0.039 -0.255
H -1.806 -3.842 -1.882
C 0.467 2.232 1.816
H 3.461 -0.317 1.028
C 4.233 -0.552 4.955
C -3.321 -5.518 1.423
H -0.296 -7.377 -3.786
C 5.509 -1.130 3.005
C 2.016 -2.257 0.328
C -5.135 -6.626 3.284
C -2.232 -0.830 -3.157
F -1.558 1.974 -0.964
C -1.569 -6.986 -0.667
H -5.828 -7.054 3.999
C -1.010 -7.609 -1.773
H 4.660 -0.222 -1.792
C -1.432 -0.002 -2.304
C 1.239 2.867 3.986
F -4.198 -1.410 -4.289
C 2.478 1.258 5.384
C 1.827 1.592 4.157
Na -0.279 -0.426 0.380
F -4.093 2.470 -1.618
N 6.106 -2.167 3.627
C 5.729 -2.304 4.903
H 2.167 1.889 6.215
C -0.738 -6.888 -2.926
H 3.281 -3.604 -0.835
N 2.196 -1.027 -0.436
C -3.544 -0.555 -3.463
C 0.572 3.186 2.825
C -2.184 1.123 -1.822
H -4.007 -7.101 0.130
H -0.820 -4.944 -3.849
C 3.352 0.230 5.729
C 4.591 -0.308 3.597
H 2.395 -0.220 -2.323
H 3.086 0.830 -0.238
C -2.402 -4.902 0.484

LUMO (spin up / spin down)	0.141 / 0.141	hartree
frontier orbital gap (spin up / spin down)	5.58 / 4.25	eV
E_HOMO (spin up / spin down)	-0.064 / -0.015	Ha
total charge	-2

Entry 5:
Formula: C38H34F9FeN4OPS2
Source: the OMol25 dataset
Level of theory: ωB97M-V with the def2-TZVPD basis set

Geometry (Å):
H -4.508 -1.054 4.031
F 5.055 2.419 1.657
C -1.617 -1.189 2.237
C 0.781 -0.072 1.325
H -3.023 4.628 2.741
H -2.411 -1.507 -1.503
C -2.903 -0.815 2.614
N -2.167 4.461 0.131
F -3.600 -4.233 5.627
F 4.332 2.474 3.696
C 0.327 -4.164 -0.750
C 0.970 0.305 2.655
C -0.652 -5.655 -2.525
C -2.840 -2.314 4.480
C -5.430 6.148 0.146
C -3.360 5.009 0.647
N -1.630 2.847 1.730
N 4.013 -1.229 -3.509
H 4.685 -0.851 -4.159
H 0.021 -2.511 2.693
H 6.249 -2.463 -3.911
N 2.628 0.370 -4.354
F 5.398 0.742 2.970
H -1.879 4.809 -0.769
H 3.828 0.879 0.137
H 4.149 -3.703 0.371
C -1.620 -3.412 -2.028
C -5.806 6.080 1.482
C 1.832 0.154 0.434
H 3.442 0.918 -4.583
S -0.081 2.973 -0.414
C 5.818 -4.025 -0.939
H 1.754 0.869 -4.244
O 0.442 2.091 -3.403
C 4.487 1.677 2.625
F -0.347 -5.455 -3.836
C -4.220 5.622 -0.266
C -3.711 4.997 1.995
C 3.031 0.701 0.848
H 0.167 0.174 3.371
C -1.371 3.439 0.547
C 2.172 0.851 3.084
C 4.560 -2.191 -2.618
C -0.597 1.513 -2.767
S 1.395 -1.548 -3.035
H -1.130 1.983 1.882
H -5.192 5.499 3.449
C -1.625 -2.238 -1.325
C 0.339 -2.990 -0.042
C -3.515 -1.364 3.736
H 6.300 -4.741 -0.286
C -0.645 -4.402 -1.738
H -0.133 3.190 -5.083
C -1.572 -2.738 4.092
H 1.075 -4.921 -0.555
C -1.954 2.037 -3.139
H 1.284 3.770 -4.172
C -0.970 -2.184 2.979
H -2.360 -3.597 -2.796
H -3.432 -0.074 2.023
C -4.932 5.522 2.399
H 2.303 1.134 4.121
C 5.785 -2.747 -2.971
F 0.225 -6.570 -2.069
C 4.608 -3.450 -0.576
Fe -0.248 -0.197 -1.851
C 3.196 1.061 2.178
C 6.409 -3.662 -2.139
C -3.442 -2.899 5.720
H -1.064 -3.498 4.674
H -2.572 2.873 2.088
H 7.361 -4.085 -2.429
H -3.932 5.672 -1.311
C 2.757 -0.750 -3.618
F -1.868 -6.258 -2.539
H 3.039 -2.096 -1.098
C -0.639 -1.970 -0.313
H -2.074 2.038 -4.228
H 1.116 -2.814 0.693
F -2.657 -2.688 6.797
H -2.127 3.058 -2.785
C 3.977 -2.534 -1.403
H 1.711 -0.089 -0.617
P -0.905 -0.486 0.671
H -2.717 1.395 -2.704
F -4.647 -2.380 6.009
H -0.340 4.019 -3.514
C 0.288 3.342 -4.088
H -6.765 6.464 1.802
H -6.086 6.607 -0.583

<S²>	6.348
LUMO (spin up / spin down)	0.004 / 0.003	hartree
frontier orbital gap (spin up / spin down)	4.71 / 6.76	eV
E_HOMO (spin up / spin down)	-0.169 / -0.246	Ha
spin multiplicity	5
total charge	0

Relative energy (zero: lowest compared OMol25 entry of this formula, charge and spin)
In order: 0.0; 99.5; 102.9; 0.0; 41.3
Unit: kJ/mol